(1)
65
Properties=species:S:1:pos:R:3:forces:R:3 method="wB97M-V/def2-TZVPD" homo_lumo_gap_ev=3.7 homo_ev=-9.582 charge=+1 energy_ha=-1496.5070
O -0.098778 0.877388 -6.279510 -0.2 0.2 1.8
C 0.105462 3.603124 0.019646 0.0 0.2 -0.1
H -1.644489 0.692305 -0.373806 -0.3 -0.3 0.1
H 5.135309 -2.003146 7.635664 0.0 0.0 0.0
H -2.218355 0.165663 -7.649970 -0.1 -0.3 0.0
N 1.033921 -3.078649 3.115474 -0.2 -0.2 0.1
C -0.616846 3.093690 -7.222580 0.6 -1.0 0.6
H 1.108896 5.284751 0.868190 -0.1 0.1 -0.1
C -0.358438 -3.045059 3.178022 0.6 0.3 -0.5
C 0.123128 4.114380 2.355491 0.0 -0.2 0.2
C -2.849063 2.038935 -8.466064 -0.1 0.2 -0.2
H 3.662228 -1.769085 8.578275 0.0 0.0 0.0
C 0.217458 2.187257 -2.823935 0.0 -0.2 0.1
H -0.946652 -3.450457 0.068398 0.0 0.0 -0.2
H -0.819123 -3.133623 4.144270 0.1 -0.1 0.3
C -1.006969 1.476636 -0.744363 0.4 0.4 -0.1
C 0.500997 4.412991 1.058978 0.2 0.1 -0.4
C -0.685721 1.357061 -2.110309 0.2 0.0 0.0
H -0.989574 2.794478 3.612003 0.0 -0.1 0.1
C -1.036678 2.173445 1.578146 -0.1 -0.2 -0.2
C -1.291417 0.298094 -2.831693 0.1 0.2 0.3
H -3.224159 4.031186 -9.128590 -0.1 0.1 -0.1
C 1.660178 -2.965767 1.854322 -0.6 0.2 0.3
H 1.485984 -2.711866 -0.202664 0.1 -0.1 -0.1
C -1.446919 3.911821 -7.952199 -0.2 0.1 -0.2
C -0.635157 2.424567 0.249241 0.0 0.1 -0.1
H -1.527178 -0.681870 -4.701135 -0.2 -0.2 -0.1
C -1.068306 0.129183 -4.165197 0.3 -0.2 -1.0
O -3.058792 -2.924617 3.408537 -0.4 0.2 -0.5
H -1.938445 -0.383920 -2.306972 -0.2 -0.1 0.1
C 0.408684 2.035692 -4.167630 0.1 -0.2 -0.7
C 2.879616 -3.880141 6.264373 0.1 0.3 0.2
H -1.214268 4.959344 -8.057150 0.0 0.1 0.0
C 4.163852 -2.437954 7.876525 0.2 -0.1 0.3
H -4.394021 -2.484948 1.304873 0.1 -0.1 0.4
H 0.263736 3.488334 -6.749074 0.2 0.2 0.1
H 2.036267 -0.842855 4.084286 0.0 0.3 -0.1
H 3.114982 -4.733737 6.876648 0.0 -0.2 0.1
C -0.526621 -2.693222 0.740256 -0.4 -0.1 -0.4
H -1.650100 1.312154 1.782294 -0.1 -0.2 0.1
C 3.348049 -2.626813 6.643065 -0.1 -0.1 -0.1
C 2.125016 -4.038771 5.122113 -0.3 0.1 -0.6
C 2.285589 -1.688481 4.701786 -0.3 -0.2 -0.4
H 0.826997 2.900365 -2.305334 0.0 0.2 0.0
C 1.822650 -2.943024 4.320707 -0.1 -0.1 0.0
C -2.586832 -2.764722 2.288334 -0.5 -0.4 1.2
C -0.241797 1.013379 -4.877947 -0.6 0.3 -1.2
C 3.035330 -1.534716 5.845102 0.1 -0.1 0.1
H -0.825384 -1.719026 0.337965 -0.1 0.2 -0.3
H 2.733562 -3.024731 1.831171 0.2 -0.1 0.3
H 0.303516 3.932297 -0.979972 0.2 0.1 -0.1
H 1.763328 -5.009392 4.829697 -0.1 -0.2 0.0
H -3.054918 -2.454425 0.258192 0.2 -0.2 0.3
C -0.892762 1.730331 -7.095540 -0.8 0.8 0.0
C -0.665822 3.005951 2.605614 -0.1 -0.1 0.3
H 0.433574 4.747257 3.170972 0.0 0.1 0.1
H 1.077656 2.682123 -4.710246 0.2 0.1 0.0
H 4.341170 -3.384970 8.387430 0.0 0.0 0.0
C 0.963514 -2.791770 0.736821 0.1 0.0 0.3
C -2.017501 1.217322 -7.743667 0.9 -0.6 0.8
C -2.570282 3.388720 -8.564966 -0.1 0.1 -0.1
C -1.139656 -2.856522 2.097780 0.9 0.1 -0.2
H -3.713502 1.625967 -8.960174 -0.1 -0.1 0.0
H 3.385658 -0.557658 6.131228 0.1 0.2 0.0
N -3.391779 -2.490255 1.208797 0.3 0.3 -0.6



(2)
23
Properties=species:S:1:pos:R:3:forces:R:3 method="wB97M-V/def2-TZVPD" homo_lumo_gap_ev="7.3 / 7.3" homo_ev="-8.161 / -8.162" relative_energy_kcal_mol=78.16 energy_ha=-1411.4132
H -0.917232 2.033529 0.817498 0.0 -0.2 -0.4
H -0.167360 0.744169 1.863496 0.3 -0.1 1.1
C 1.702524 0.968225 0.040674 -2.8 0.2 1.0
H 0.955573 -0.422806 -3.027187 0.1 -0.4 1.6
N 2.170911 -0.086201 0.744355 0.4 1.0 0.7
C 1.488525 0.912180 -1.427076 -1.0 3.9 0.4
C 1.738019 -1.469676 -1.189951 -1.7 3.1 -1.5
H 2.449952 1.320980 -1.788675 -0.2 -0.2 -0.6
C 1.237839 -0.386432 -1.931541 1.9 -3.6 -1.0
H -3.873518 0.745126 1.601696 0.9 -1.1 0.6
C -3.273255 -0.218829 1.497707 -1.4 2.1 1.4
C 2.132633 -1.224548 0.151020 1.6 -2.9 0.0
C -0.463062 1.050731 0.899996 0.8 -0.7 -1.5
O -0.758014 -1.471248 0.915366 -0.6 0.0 -0.5
S -1.195021 -0.336470 0.138218 0.5 1.2 -1.0
O -2.838870 -0.166106 0.173564 2.9 -0.6 -1.0
H 2.589939 -2.164025 0.684814 -1.1 2.0 -0.6
O -0.883232 -0.305971 -1.291194 -1.7 -0.2 1.0
Cl 2.085143 2.573989 0.600589 0.4 -0.2 0.1
H 0.659151 1.669635 -1.737782 1.6 -1.2 0.5
H -2.462394 -0.323269 2.261943 -0.8 0.2 -0.7
H 1.590242 -2.426454 -1.568922 0.1 -1.6 -0.4
H -3.968493 -1.016530 1.571392 -0.5 -0.9 0.3



(3)
17
Properties=species:S:1:pos:R:3:forces:R:3 method="wB97M-V/def2-TZVPD" homo_lumo_gap_ev=8.7 homo_ev=-8.143 relative_energy_kcal_mol=141.50 energy_ha=-359.9718
H 2.366813 1.243718 -1.821812 -0.9 -0.9 -0.8
H 2.044679 -0.342590 0.088677 -1.6 0.6 -0.4
C -0.690991 0.077236 1.323675 -4.9 -2.2 3.3
H 0.807971 2.110978 -1.769233 0.5 -2.5 0.7
H -0.905284 -2.448881 -2.037845 -1.7 1.1 1.7
H -2.693301 -2.190356 -1.194116 1.3 0.8 0.1
H 1.195936 2.718369 0.383903 1.2 -1.7 1.3
H 2.302232 1.489984 1.815957 -3.0 0.9 -2.9
H -0.979668 0.379552 2.443589 0.6 -0.1 -2.7
N -0.864389 -1.482278 -0.188637 -2.3 -0.9 -3.9
C 1.280526 1.021889 -1.652026 0.2 1.6 1.9
C -1.580309 -1.960027 -1.198336 2.3 -1.2 0.9
C 1.310272 0.484465 -0.158723 0.8 3.2 -0.7
C 1.487839 1.691863 0.839004 -0.8 -1.7 1.1
H 0.711309 0.309037 -2.236966 0.5 0.0 -0.7
N -1.549388 -0.946434 0.871596 4.4 3.1 1.5
N 0.171677 0.834090 0.660797 3.1 0.0 -0.3